1.
The following is a DFT calculation (the ωB97M-V functional and the def2-TZVPD basis) of a 8-piece molecular cluster, C6H24O7 overall.

For the LUMO energy (alpha / beta), the calculation gives -4.330 / -7.857 eV. As for the expectation value of S²: 0.753. The spin multiplicity is 2. The energy relative to the best compared isomer or geometry (same formula, charge and spin) comes out at 2.8 kJ/mol. As for the HOMO energy (alpha / beta): -13.4525 / -13.3370 eV. As for the frontier orbital gap (alpha / beta): 9.122 / 5.480 eV. Its charge is +1. The calculation puts the energy at -769.1951 a.u.

Positions of all 37 atoms, in Å:
1 C 1.1222 0.5882 -1.1131
2 C 0.9876 1.0740 -2.3534
3 C 0.1158 0.8229 -0.0763
4 C -0.3972 -0.4349 0.6913
5 C -1.0044 -1.5037 0.0562
6 C -1.5764 -2.5065 0.9777
7 H 1.9712 -0.0342 -0.8707
8 H 1.8119 0.8717 -3.1221
9 H 0.1114 1.8065 -2.7132
10 H -0.9090 1.2669 -0.5140
11 H 0.5108 1.4212 0.7764
12 H -0.5588 -0.2860 1.7407
13 H -1.1646 -1.7417 -1.0246
14 H -0.6136 -3.0123 1.2904
15 H -2.3962 -3.0011 0.4066
16 H -1.9377 -2.0481 1.9373
17 H 0.8083 1.9959 3.0091
18 H -0.1392 0.8461 3.3830
19 O -0.0569 1.9221 3.2260
20 H 2.8189 -2.4027 1.2878
21 H 2.7517 -1.8734 -0.1686
22 O 2.5438 -1.5175 0.8550
23 H -2.6294 2.7500 -1.0926
24 H -1.3866 2.9432 -1.8856
25 O -2.2801 2.5743 -2.0132
26 H 1.3816 -3.1315 -2.0920
27 H 0.9279 -1.9642 -1.2579
28 O 1.8661 -2.2459 -1.6004
29 H 3.2461 1.7424 1.5472
30 H 2.3875 0.5556 1.4055
31 O 2.6873 1.2697 2.0197
32 H -1.1795 2.0396 2.2222
33 H -2.6841 2.1064 2.1318
34 O -1.9408 1.9274 1.5142
35 H -1.6450 -0.3677 -2.2335
36 H -2.1593 -1.5262 -3.3023
37 O -1.3911 -0.9267 -3.0448

---

2.
The following is a DFT calculation (the ωB97M-V functional and the def2-TZVPD basis) of C6H25FeN12O7 as an isolated structure.

For the LUMO energy (alpha / beta), the calculation gives -7.596 / -10.191 eV. As for the expectation value of S²: 8.762. The spin multiplicity is 6. The energy relative to the best compared isomer or geometry (same formula, charge and spin) comes out at 555.8 kJ/mol. As for the HOMO energy (alpha / beta): -13.6759 / -13.6589 eV. As for the frontier orbital gap (alpha / beta): 6.080 / 3.468 eV. Its charge is +2. The calculation puts the energy at -2690.5821 a.u.

Positions of all 51 atoms, in Å:
1 Fe -1.7077 0.6159 -0.9094
2 O -0.2724 -0.5158 0.0710
3 H 0.6418 -0.1992 -0.0656
4 C 0.3982 -3.7682 -1.8804
5 O 0.5201 -4.8935 -2.2545
6 N -0.5650 -3.4657 -0.9910
7 N 1.2077 -2.7918 -1.9967
8 H -0.4777 -2.5125 -0.6686
9 H -1.3914 -4.0382 -1.0883
10 H 2.1238 -3.1356 -2.2468
11 H 0.9677 -1.9361 -1.5169
12 C 2.9023 1.5823 -2.6275
13 O 2.1404 1.7335 -3.5727
14 N 2.9038 0.5521 -1.8639
15 N 3.5904 2.4867 -2.0396
16 H 3.5869 0.5351 -1.1201
17 H 2.4576 -0.2940 -2.1881
18 H 4.0009 2.1836 -1.1680
19 H 3.2579 3.4351 -2.1397
20 C 0.1851 3.1770 -0.9320
21 O -0.2814 2.0592 -0.7524
22 N -0.4130 4.0776 -1.7697
23 N 1.2476 3.5411 -0.4152
24 H -0.2465 5.0664 -1.8903
25 H -0.9892 3.5824 -2.4352
26 H 1.6637 2.7778 0.0990
27 H 1.6682 4.4427 -0.5895
28 C -1.9794 1.4958 1.8637
29 O -2.5288 1.4213 0.7651
30 N -1.0283 0.6953 2.2325
31 N -2.4710 2.2842 2.7467
32 H -0.5524 0.1677 1.5146
33 H -0.6089 0.7315 3.1506
34 H -1.9505 2.4947 3.5862
35 H -3.0742 3.0380 2.4503
36 C -3.9315 -1.3304 -0.2277
37 O -2.9844 -0.9463 -0.7553
38 N -5.1286 -1.0293 -0.6350
39 N -3.9383 -1.9268 0.9990
40 H -5.2275 -0.7404 -1.5977
41 H -5.9846 -1.4871 -0.3561
42 H -3.0072 -1.7502 1.3481
43 H -4.7958 -2.1389 1.4887
44 C 2.6018 -2.2786 2.1815
45 O 2.6074 -3.2363 1.4701
46 N 2.8809 -2.3650 3.4866
47 N 2.2018 -1.0964 1.8269
48 H 2.8872 -3.3132 3.8345
49 H 3.0777 -1.6402 4.1619
50 H 2.0249 -0.3685 2.5044
51 H 1.7898 -0.9787 0.9123

---

3.
The following is a DFT calculation (the ωB97M-V functional and the def2-TZVPD basis) of a 6-piece molecular cluster, C6H25NO5 overall.

For the LUMO energy, the calculation gives -0.070 eV. The spin multiplicity is 1. The energy relative to the best compared isomer or geometry (same formula, charge and spin) comes out at 236.8 kJ/mol. Its structure (SMILES) is CNCCC(C)C.O.O.O.O.O. As for the HOMO energy: -8.1065 eV. As for the frontier orbital gap: 8.036 eV. Its charge is 0. The calculation puts the energy at -674.4905 a.u.

Positions of all 37 atoms, in Å:
1 C -1.3135 -1.9456 1.0031
2 C -0.5882 -2.2258 -0.3455
3 C 0.4076 -3.3611 -0.1881
4 C 0.0276 -1.0883 -1.2326
5 C -2.7071 -1.3270 0.9281
6 N -2.8733 0.0894 0.9383
7 C -2.8405 0.7857 -0.3840
8 H -0.7168 -1.3238 1.7280
9 H -1.3285 -2.8207 1.6654
10 H -1.5029 -2.5629 -0.9131
11 H 0.5019 -3.8546 -1.1693
12 H 0.1520 -4.1720 0.4964
13 H 1.3616 -2.9970 0.1975
14 H 0.2673 -1.6776 -2.1331
15 H 0.9606 -0.7329 -0.8019
16 H -0.7605 -0.3682 -1.3472
17 H -3.1816 -1.8489 0.0719
18 H -3.2281 -1.7819 1.7858
19 H -2.2648 0.5811 1.5744
20 H -3.8118 1.3654 -0.3519
21 H -2.8628 0.0751 -1.2217
22 H -2.0773 1.5521 -0.3156
23 H -0.6257 2.4356 -2.9211
24 H 0.1719 1.2123 -3.1698
25 O -0.7468 1.4903 -3.1383
26 H 2.9059 -1.4367 3.5632
27 H 2.6709 0.1128 3.7746
28 O 2.7627 -0.5896 3.1244
29 H 3.1974 0.3308 1.6852
30 H 4.4644 0.0077 1.2579
31 O 3.9267 0.8122 1.2182
32 H 2.3544 1.4977 -0.1089
33 H 2.2397 2.8953 0.5916
34 O 1.9365 2.3637 -0.1489
35 H 1.1262 3.5071 -1.3053
36 H -0.2177 3.6698 -0.8716
37 O 0.2704 3.7906 -1.6979

---

4.
The following is a DFT calculation (the ωB97M-V functional and the def2-TZVPD basis) of a 7-piece molecular cluster, C6H25NO7 overall.

For the LUMO energy, the calculation gives 0.184 eV. The spin multiplicity is 1. The energy relative to the best compared isomer or geometry (same formula, charge and spin) comes out at 611.2 kJ/mol. Its structure (SMILES) is CCCC[C@H](N)C=O.O.O.O.O.O.O. As for the HOMO energy: -9.3079 eV. As for the frontier orbital gap: 9.492 eV. Its charge is 0. The calculation puts the energy at -824.8631 a.u.

Positions of all 39 atoms, in Å:
1 O -3.3580 -1.8823 0.8100
2 C -3.6900 -1.3200 -0.1411
3 C -2.7862 -0.4355 -1.0639
4 C -1.3037 -0.8017 -0.5681
5 C -0.0872 -0.3394 -1.4198
6 C 0.0327 -0.9811 -2.7399
7 C 1.1066 -2.0097 -2.9492
8 N -3.3854 0.8014 -0.5418
9 H -4.7015 -1.1295 -0.4334
10 H -2.8493 -0.6218 -2.2237
11 H -1.1933 -0.5280 0.5335
12 H -1.1812 -2.0356 -0.4763
13 H -0.4298 0.7341 -1.7553
14 H 0.8026 -0.3393 -0.8438
15 H 0.1484 -0.1842 -3.4932
16 H -0.8945 -1.5503 -3.0727
17 H 0.5625 -2.9968 -3.0969
18 H 1.9634 -2.0314 -2.2661
19 H 1.3907 -2.0753 -3.9810
20 H -2.7427 1.2599 0.1222
21 H -3.5037 1.3491 -1.2687
22 H -0.6097 -1.4906 3.9897
23 H -1.0621 -1.2650 2.7078
24 O -0.2978 -0.9814 3.1768
25 H 3.8054 -0.4907 2.7348
26 H 2.0485 -0.3276 2.6097
27 O 2.9185 -0.0586 2.3142
28 H 0.9076 1.7427 3.3407
29 H 0.5780 3.1262 2.7485
30 O 0.1996 2.3724 3.2835
31 H 3.6346 0.8710 1.1051
32 H 3.6431 0.2850 -0.1533
33 O 4.0832 0.9561 0.3056
34 H -0.0094 2.0737 0.7321
35 H -0.3566 0.6273 1.0799
36 O 0.0217 1.2777 0.4782
37 H 1.6301 2.2958 -0.0168
38 H 2.9808 3.0069 0.0829
39 O 1.9844 3.0965 0.3499

---

5.
The following is a DFT calculation (the ωB97M-V functional and the def2-TZVPD basis) of C6H25O14Zn2 as an isolated structure.

For the LUMO energy (alpha / beta), the calculation gives -10.940 / -10.940 eV. As for the expectation value of S²: 0.759. The spin multiplicity is 2. As for the HOMO energy (alpha / beta): -15.8030 / -15.2595 eV. As for the frontier orbital gap (alpha / beta): 4.863 / 4.320 eV. Its charge is +2. The calculation puts the energy at -4854.9691 a.u.

Positions of all 47 atoms, in Å:
1 Zn -13.4879 17.0344 2.4960
2 Zn -13.6636 14.2410 6.6016
3 C -17.4354 16.6632 2.5961
4 C -15.9376 16.7707 2.5352
5 O -15.2777 16.5526 1.5141
6 O -15.2450 16.9236 3.5400
7 H -17.7032 15.9557 1.8113
8 H -18.0391 17.5707 2.5866
9 H -17.6190 16.1039 3.5135
10 C -9.5819 11.1346 1.0884
11 C -10.7863 10.3762 0.5540
12 O -11.2203 10.5276 -0.5993
13 O -11.6180 9.8587 1.3379
14 H -8.9983 10.5143 1.7688
15 H -10.0150 12.0512 1.4889
16 H -8.8223 11.3222 0.3296
17 C -10.6246 14.1245 3.3949
18 C -11.9048 14.6852 4.0033
19 O -12.7970 15.2579 3.3157
20 O -12.0939 14.4866 5.2398
21 H -10.4680 13.0592 3.5650
22 H -9.7233 14.5865 3.7978
23 H -10.8003 14.2110 2.3227
24 O -12.6051 11.0769 3.7635
25 H -13.3291 11.6357 3.4810
26 H -12.3180 10.6340 2.9649
27 O -9.6504 16.1141 6.0432
28 H -10.4924 16.2643 5.6135
29 H -9.6222 15.1690 6.1922
30 O -14.4087 12.6858 2.5049
31 H -13.7959 13.4169 2.5832
32 H -15.2394 13.0940 2.2610
33 O -12.3328 16.6346 0.8878
34 H -11.4512 16.5896 0.5175
35 H -12.9148 16.5536 0.1322
36 O -8.3509 17.5800 3.0011
37 H -8.7048 16.6946 3.0860
38 H -7.7122 17.5161 2.2911
39 O -12.4529 15.2616 8.0638
40 H -12.7196 16.0286 8.5706
41 H -11.7319 14.8813 8.5656
42 O -8.8630 13.1101 6.9037
43 H -7.9240 13.2167 7.0561
44 H -8.9188 12.6123 6.0880
45 O -9.8578 15.5604 -0.0100
46 H -9.7268 14.6492 -0.2724
47 H -8.9743 15.8956 0.1425

---

6.
The following is a DFT calculation (the ωB97M-V functional and the def2-TZVPD basis) of a 6-piece molecular cluster, C6H26NO6 overall.

For the LUMO energy (alpha / beta), the calculation gives 0.203 / 0.200 eV. As for the expectation value of S²: 0.750. The spin multiplicity is 2. The energy relative to the best compared isomer or geometry (same formula, charge and spin) comes out at 4.2 kJ/mol. As for the HOMO energy (alpha / beta): -2.3033 / -10.6421 eV. As for the frontier orbital gap (alpha / beta): 2.506 / 10.842 eV. Its charge is 0. The calculation puts the energy at -750.2268 a.u.

Positions of all 39 atoms, in Å:
1 C -1.0275 0.5235 1.0818
2 O -0.5906 1.7315 1.6562
3 C 0.0525 -0.0887 0.2130
4 C -0.4919 -0.8999 -0.9687
5 C -1.0597 -2.2805 -0.5281
6 C 0.6132 -1.0262 -2.0428
7 C 0.7103 0.1512 -3.0055
8 N 1.1247 -0.7724 1.0438
9 H -2.0247 0.7119 0.7023
10 H -1.2494 -0.1881 1.9342
11 H -0.7021 2.5069 1.0952
12 H 0.4943 0.8418 -0.2507
13 H -1.3003 -0.2899 -1.3374
14 H -1.2609 -2.8973 -1.4310
15 H -0.4202 -2.9990 -0.0270
16 H -1.9564 -2.1809 0.0558
17 H 1.5689 -1.2283 -1.5322
18 H 0.3605 -1.9016 -2.6454
19 H 1.1717 1.0770 -2.5891
20 H -0.2269 0.4835 -3.4873
21 H 1.4293 -0.1074 -3.8343
22 H 0.8745 -0.6382 2.0486
23 H 2.0891 -0.3807 0.9559
24 H 1.1648 -1.6739 0.5292
25 H -0.2778 0.4225 4.1654
26 H 0.3960 -0.7629 4.7916
27 O 0.1927 -0.3864 3.9182
28 H -1.2940 2.6060 -2.5799
29 H -0.5938 2.3976 -1.4500
30 O -1.3228 1.9202 -1.8930
31 H -3.9160 -1.0821 1.9145
32 H -3.8616 -0.8121 3.4027
33 O -3.5250 -1.4125 2.7293
34 H 0.5283 3.9385 -2.5924
35 H 1.3104 4.4793 -1.4102
36 O 0.3805 4.3381 -1.7242
37 H 4.5618 -1.2941 0.3133
38 H 4.1976 -1.6449 1.7833
39 O 3.8803 -1.1817 0.9949